C2H2N3O5S | ωB97M-V with the def2-TZVPD basis set

```
13
Properties=species:S:1:pos:R:3:mulliken_charge:R:1
C 0.47191 -0.51983 -1.64675 0.297
C 0.20267 -0.43372 -0.30903 -0.142
N 0.63762 -0.39128 -2.77689 -0.517
N -1.83173 -0.42963 -0.00411 -0.633
N 0.74969 -1.34930 0.58202 1.120
O 1.80869 -1.80182 0.11898 -0.617
O -0.19487 2.11066 -0.70923 -0.608
O 0.25985 -1.57347 1.64153 -0.587
O -0.50954 1.32550 1.60211 -0.646
O 1.75375 1.55523 0.66158 -0.621
S 0.33723 1.38199 0.39374 1.228
H -1.50299 -0.21619 1.02354 0.412
H -2.18228 0.34187 -0.57750 0.313
```

Values from the calculation:
Energy above the lowest of the compared OMol25 structures with the same formula, charge and spin: 43.9 kcal per mole
LUMO level (alpha / beta): 2.4 / 2.4 eV
Total charge: -1
HOMO (alpha / beta): -0.2346 / -0.2345 hartree
Max |F|: 0.1380 hartree/bohr
Total energy: -1015.9560 a.u.
Kohn-Sham gap (alpha / beta): 8.790 / 8.790 eV



C2H2N3OS | ωB97M-V with the def2-TZVPD basis set

```
9
Properties=species:S:1:pos:R:3:mulliken_charge:R:1
C -3.55119 0.72783 -0.31180 0.412
C -1.81479 -0.99573 0.10398 0.600
N -3.54457 1.75096 -0.79684 -0.536
N 0.12656 0.26415 0.70343 -0.604
N -1.39150 0.09893 0.71744 -0.371
O -1.49931 -1.78223 -0.74567 -0.631
S -3.72354 -0.71302 0.49986 -0.324
H 0.35926 -0.17032 -0.18733 0.215
H 0.27721 1.24291 0.50505 0.238
```

Values from the calculation:
Energy above the lowest of the compared OMol25 structures with the same formula, charge and spin: 36.5 kcal per mole
LUMO level: 3.6 eV
Total charge: -1
HOMO: -0.1436 hartree
Structure (SMILES): N#CS/C([O-])=N/N
Max |F|: 0.0671 hartree/bohr
Total energy: -715.1056 a.u.
Kohn-Sham gap: 7.504 eV



C2H2N4 | ωB97M-V with the def2-TZVPD basis set

```
8
Properties=species:S:1:pos:R:3:mulliken_charge:R:1
C 0.58321 2.31415 -0.77829 0.185
C -1.05092 -0.71928 0.15038 0.109
N 0.95364 -3.62293 -2.86412 -0.151
N 0.63187 3.31631 -1.31541 -0.330
N -1.51004 -0.04021 -0.63909 -0.381
N 0.38485 -2.79553 -2.41660 0.150
H 0.54544 1.38184 -0.27993 0.116
H -0.62921 -1.34873 0.89049 0.301
```

Values from the calculation:
Energy above the lowest of the compared OMol25 structures with the same formula, charge and spin: 4.4 kcal per mole
LUMO level: 0.6 eV
HOMO: -0.4591 hartree
Structure (SMILES): C#N.C#N.N#N
Max |F|: 0.0298 hartree/bohr
Total energy: -296.4179 a.u.
Kohn-Sham gap: 13.136 eV



C2H2N4 | ωB97M-V with the def2-TZVPD basis set

```
8
Properties=species:S:1:pos:R:3:mulliken_charge:R:1
C 0.74515 1.15269 0.24465 0.361
C 0.96053 -1.11179 -0.03152 0.281
N 1.11937 2.26048 0.31517 -0.399
N 1.73010 -1.94366 -0.11752 -0.330
N -1.24717 -0.23736 -0.08733 -0.478
N 0.11541 -0.00292 0.09850 0.090
H -1.92982 0.12712 0.58943 0.259
H -1.49356 -0.24455 -1.01139 0.216
```

Values from the calculation:
Energy above the lowest of the compared OMol25 structures with the same formula, charge and spin: 57.9 kcal per mole
LUMO level: 0.3 eV
HOMO: -0.3863 hartree
Structure (SMILES): N#CN(N)C#N
Max |F|: 0.0708 hartree/bohr
Total energy: -296.3327 a.u.
Kohn-Sham gap: 10.840 eV